No. 1
{
  "formula": "C30H26Cl2N5O6PdS2",
  "method": "ωB97M-V with the def2-TZVPD basis set",
  "multiplicity": 5,
  "total_charge": 1,
  "fmax_ev_per_a": 0.63,
  "total_energy_ev": -101456.091,
  "orbital_gap_ev": [6.722, 6.007],
  "e_homo_ev": [-10.27, -11.38],
  "elements": ["Pd", "C", "C", "C", "C", "C", "C", "C", "S", "O", "O", "N", "C", "C", "O", "O", "H", "H", "H", "H", "H", "H", "H", "H", "H", "Cl", "C", "C", "C", "Cl", "C", "C", "C", "C", "N", "C", "C", "O", "H", "H", "H", "H", "C", "C", "N", "O", "H", "H", "H", "H", "H", "S", "C", "C", "C", "N", "C", "C", "C", "C", "C", "N", "C", "C", "H", "H", "H", "H", "H", "H", "H", "H"],
  "xyz": [[-0.07, 0.44, 0.90], [0.05, -6.60, 4.29], [0.57, -5.48, 3.43], [-0.33, -4.63, 2.77], [0.13, -3.57, 2.01], [1.50, -3.37, 1.90], [2.41, -4.20, 2.53], [1.93, -5.26, 3.29], [2.09, -2.01, 0.95], [3.52, -2.03, 0.95], [1.38, -1.97, -0.30], [1.59, -0.65, 1.77], [1.59, -0.67, 3.12], [-0.27, -0.84, 3.72], [-0.28, -1.43, 4.74], [-0.96, -0.24, 2.90], [-0.85, -7.04, 3.86], [-0.20, -6.23, 5.28], [0.80, -7.39, 4.40], [-1.39, -4.80, 2.87], [-0.56, -2.90, 1.51], [3.47, -4.01, 2.42], [2.63, -5.92, 3.79], [1.65, 0.30, 3.61], [2.09, -1.48, 3.65], [-4.51, 3.33, 0.62], [-3.06, 3.76, 1.39], [-2.97, 4.95, 2.09], [-1.78, 5.32, 2.70], [-1.72, 6.80, 3.54], [-0.61, 4.48, 2.64], [0.62, 4.82, 3.23], [1.68, 3.97, 3.11], [1.51, 2.77, 2.41], [0.35, 2.43, 1.86], [-0.70, 3.27, 1.96], [-1.94, 2.85, 1.27], [-2.01, 1.80, 0.63], [-3.83, 5.60, 2.15], [0.71, 5.75, 3.77], [2.64, 4.20, 3.54], [2.32, 2.06, 2.28], [-1.19, -2.24, -1.97], [-1.89, -1.93, -0.68], [-2.96, -2.68, -0.37], [-1.55, -1.02, 0.08], [-1.82, -1.90, -2.80], [-1.03, -3.31, -2.07], [-0.23, -1.73, -1.99], [-3.27, -3.42, -0.97], [-3.48, -2.48, 0.47], [2.13, 1.41, -5.35], [1.50, 1.27, -3.72], [0.16, 1.42, -3.37], [-0.20, 1.26, -2.04], [0.68, 0.99, -1.08], [1.97, 0.83, -1.42], [2.41, 0.97, -2.71], [0.67, 1.84, -6.27], [0.27, 3.17, -6.37], [-0.87, 3.46, -7.11], [-1.59, 2.53, -7.73], [-1.19, 1.27, -7.64], [-0.07, 0.87, -6.92], [-0.60, 1.64, -4.10], [-1.23, 1.36, -1.73], [2.66, 0.58, -0.62], [3.46, 0.84, -2.94], [0.84, 3.96, -5.89], [-1.21, 4.48, -7.21], [-1.79, 0.54, -8.17], [0.22, -0.17, -6.88]],
  "lowdin_spin": [1.54, 0.00, 0.00, 0.00, 0.00, 0.00, 0.00, 0.00, 0.03, 0.02, 0.01, 0.36, 0.24, 0.13, 0.19, 0.14, 0.00, 0.00, 0.00, 0.00, 0.00, 0.00, 0.00, 0.02, 0.01, 0.07, 0.20, -0.02, 0.23, 0.09, 0.02, 0.02, 0.00, 0.02, 0.08, 0.06, 0.08, 0.28, 0.00, 0.00, 0.00, 0.00, 0.00, 0.01, 0.00, 0.04, 0.00, 0.00, 0.00, 0.00, 0.00, 0.00, 0.00, 0.00, 0.01, 0.09, 0.01, 0.00, 0.00, 0.00, 0.00, 0.00, 0.00, 0.00, 0.00, 0.00, 0.00, 0.00, 0.00, 0.00, 0.00, 0.00]
}



No. 2
{
  "formula": "C4H9NO",
  "method": "ωB97M-V with the def2-TZVPD basis set",
  "smiles": "C[C@@H](O)[C@H]1CN1",
  "fmax_ev_per_a": 1.74,
  "total_energy_ev": -7830.048,
  "orbital_gap_ev": 10.691,
  "e_homo_ev": -9.69,
  "elements": ["C", "C", "O", "C", "C", "N", "H", "H", "H", "H", "H", "H", "H", "H", "H"],
  "xyz": [[-0.03, -1.82, -0.68], [-0.30, -0.79, 0.48], [0.70, -0.73, 1.47], [-0.48, 0.62, -0.09], [-0.16, 1.94, 0.54], [0.81, 1.27, -0.31], [0.10, -2.85, -0.29], [-0.86, -1.90, -1.41], [0.87, -1.51, -1.20], [-1.17, -1.33, 0.83], [1.37, -0.13, 1.07], [-1.21, 0.67, -0.89], [0.12, 2.04, 1.59], [-0.66, 2.82, 0.13], [0.90, 1.69, -1.23]],
  "mulliken_charge": [-1.30, 0.16, -0.59, -0.12, -0.32, -0.63, 0.32, 0.34, 0.34, 0.29, 0.41, 0.39, 0.21, 0.27, 0.24]
}



No. 3
{
  "formula": "C12H24ClLiO7",
  "method": "ωB97M-V with the def2-TZVPD basis set",
  "fmax_ev_per_a": 3.10,
  "total_energy_ev": -39886.099,
  "orbital_gap_ev": 9.507,
  "e_homo_ev": -9.33,
  "elements": ["Li", "Cl", "O", "O", "O", "O", "C", "C", "C", "O", "C", "H", "H", "H", "H", "H", "H", "H", "H", "C", "C", "C", "O", "C", "H", "H", "H", "H", "H", "H", "H", "H", "C", "C", "C", "O", "C", "H", "H", "H", "H", "H", "H", "H", "H"],
  "xyz": [[14.82, 12.22, -15.25], [16.46, 12.19, -17.55], [16.61, 13.59, -17.38], [15.12, 11.81, -17.85], [17.35, 11.64, -18.57], [16.79, 11.61, -16.28], [12.43, 15.44, -15.69], [11.36, 14.55, -15.15], [11.84, 13.11, -15.33], [13.25, 13.35, -15.52], [13.46, 14.49, -16.26], [12.94, 16.01, -14.92], [12.06, 16.12, -16.46], [10.44, 14.71, -15.72], [11.13, 14.83, -14.12], [11.46, 12.52, -16.17], [11.72, 12.50, -14.43], [13.42, 14.38, -17.35], [14.48, 14.86, -16.16], [14.42, 13.87, -11.40], [15.91, 13.45, -11.21], [16.26, 12.99, -12.63], [15.06, 13.08, -13.45], [14.29, 14.15, -12.90], [14.15, 14.70, -10.75], [13.82, 13.01, -11.12], [16.18, 12.74, -10.43], [16.50, 14.31, -10.90], [16.63, 11.97, -12.62], [17.10, 13.55, -13.04], [13.27, 14.13, -13.27], [14.68, 15.12, -13.24], [13.58, 8.45, -13.85], [13.00, 9.30, -12.72], [13.80, 10.58, -12.90], [13.94, 10.78, -14.30], [13.88, 9.48, -14.93], [12.77, 7.81, -14.20], [14.45, 7.81, -13.69], [13.05, 8.81, -11.75], [11.94, 9.56, -12.80], [14.76, 10.51, -12.39], [13.34, 11.33, -12.27], [14.77, 9.29, -15.52], [13.02, 9.50, -15.60]],
  "mulliken_charge": [0.92, 1.67, -0.60, -0.60, -0.72, -0.72, -0.53, -0.66, -0.49, -0.11, -0.47, 0.20, 0.36, 0.37, 0.25, 0.41, 0.05, 0.37, 0.32, -0.53, -0.69, -0.69, -0.31, 0.07, 0.46, 0.17, 0.29, 0.32, 0.39, 0.39, -0.25, 0.29, -0.55, -0.71, -0.33, 0.09, -0.65, 0.29, 0.29, 0.41, 0.29, 0.25, 0.02, 0.35, 0.33]
}